# 1
ORCA calculation (wB97M-V/def2-TZVPD) on a structure of composition C25H26CrI2N7O5S2.

Cartesian coordinates (Å):
Cr1 1.12974 0.59373 -0.57417
I1 -4.47791 -4.17138 1.58147
C1 -3.14224 -2.85077 0.67542
C2 -3.47328 -2.23729 -0.52200
C3 -2.59460 -1.32707 -1.07857
I2 -3.17454 -0.30988 -2.80240
C4 -1.35693 -0.99168 -0.48974
O1 -0.60862 -0.08121 -1.07138
C5 -1.04446 -1.64752 0.72800
C6 0.22167 -1.37834 1.50585
N1 0.62189 0.03302 1.39004
C7 1.66525 0.46718 2.32913
C8 3.02079 0.53155 1.67533
C9 4.19987 0.47086 2.39949
C10 5.40349 0.60324 1.72809
C11 5.39891 0.78261 0.35299
C12 4.18597 0.82015 -0.30520
N2 3.02481 0.70443 0.34942
C13 -1.94174 -2.54707 1.28968
H1 -4.41491 -2.44693 -1.01007
H2 1.04571 -1.99579 1.14458
H3 0.04695 -1.62875 2.55741
H4 -0.20398 0.60764 1.55705
H5 1.69799 -0.17889 3.21024
H6 1.40855 1.47486 2.66415
H7 4.16801 0.32220 3.47043
H8 6.33776 0.56176 2.27234
H9 6.31662 0.88756 -0.20681
H10 4.10970 0.94595 -1.37795
H11 -1.69418 -3.00716 2.23904
C14 -1.03820 -2.43490 -5.45069
C15 -0.33509 -2.68094 -4.17321
N3 -0.24565 -3.82052 -3.55731
N4 0.53742 -3.55028 -2.47596
C16 0.93733 -2.28161 -2.40825
S1 2.05771 -1.64454 -1.29469
N5 0.35637 -1.70883 -3.48801
N6 0.43540 -0.38638 -3.91545
H12 -1.40483 -3.38280 -5.83531
H13 -0.35632 -1.97593 -6.16554
H14 -1.87297 -1.75261 -5.30149
H15 0.78690 -4.27691 -1.82769
H16 1.36092 -0.02628 -3.68789
H17 -0.21815 0.15308 -3.34695
C17 -3.62256 0.00003 4.08289
C18 -2.92451 0.81989 3.03310
C19 -1.84650 1.64386 3.37020
C20 -1.19464 2.39403 2.40547
C21 -1.60499 2.30561 1.07803
C22 -2.69713 1.53108 0.73315
C23 -3.34981 0.79163 1.71092
S2 -0.72128 3.18421 -0.18324
O2 -1.37101 2.90350 -1.43813
O3 -0.64273 4.56480 0.22970
N7 0.75526 2.51360 -0.05466
C24 1.76800 3.31662 -0.76659
C25 2.21596 2.65599 -2.06878
O4 2.92413 3.22569 -2.86648
O5 1.84456 1.39595 -2.18280
H18 -2.91235 -0.40475 4.80486
H19 -4.16606 -0.83124 3.63387
H20 -4.33987 0.60975 4.63613
H21 -1.52128 1.69957 4.40318
H22 -0.36687 3.04350 2.66405
H23 -3.00894 1.49900 -0.30214
H24 -4.18667 0.16133 1.43240
H25 2.66197 3.40661 -0.14145
H26 1.43018 4.33222 -0.96708

The net charge is 0. Its HOMO energy (alpha / beta) is -8.06 / -8.16 eV. As for the multiplicity: 4. Its LUMO energy (alpha / beta) is -0.23 / -0.40 eV. As for the total energy: -4164.140554 Ha. The gap between HOMO and LUMO (alpha / beta) comes out at 0.2877 / 0.2852 hartree.

***

# 2
ORCA calculation (wB97M-V/def2-TZVPD) on a structure of composition C37H75F6N8O15S2V at a distorted geometry.

Cartesian coordinates (Å):
V1 -1.63868 2.70919 -0.63627
C1 -1.46957 -0.53687 1.99828
F1 -2.37772 0.36842 2.39947
F2 -0.29752 -0.24324 2.55217
F3 -1.87196 -1.71232 2.43949
S1 -1.32679 -0.53665 0.07736
O1 -0.63643 -1.74101 -0.28016
O2 -2.72053 -0.45177 -0.37757
N1 -0.55485 0.95620 -0.31806
S2 1.00996 0.74802 -0.37086
O3 1.61396 2.05344 -0.19666
O4 1.58236 -0.22797 0.51056
C2 1.44338 0.18334 -2.18406
F4 1.27445 1.14975 -3.08290
F5 2.70878 -0.20198 -2.14665
F6 0.69431 -0.87003 -2.49877
C3 -1.69726 1.63189 -3.83553
O5 -1.57586 2.06247 -2.68529
N2 -2.06278 2.34664 -4.87812
C4 -2.25321 1.74987 -6.17511
C5 -2.23983 3.79381 -4.84424
H1 -1.45099 0.59521 -4.10331
H2 -3.21388 2.09777 -6.55837
H3 -2.22609 0.66401 -6.24092
H4 -1.50758 2.12207 -6.88196
H5 -3.15340 4.11118 -5.34648
H6 -2.12987 4.24543 -3.86201
H7 -1.47118 4.26554 -5.46356
C6 -0.69966 3.37234 2.54110
O6 -1.09508 3.40729 1.37637
N3 -1.45829 3.59431 3.61101
C7 -0.90776 3.27452 4.92576
C8 -2.92285 3.50854 3.53903
H8 0.35677 3.24505 2.81537
H9 0.15790 3.49296 4.95361
H10 -1.17152 2.26038 5.23251
H11 -1.35563 3.87684 5.71778
H12 -3.21856 3.91060 2.57201
H13 -3.25949 2.47367 3.61266
H14 -3.38165 4.08189 4.34108
C9 0.56206 5.02942 -1.33724
O7 -0.24386 4.07982 -1.37177
N4 1.43246 5.27718 -2.33147
C10 1.38546 4.54020 -3.59250
C11 2.32567 6.42859 -2.34215
H15 0.58143 5.81393 -0.57268
H16 0.74657 3.66020 -3.53059
H17 2.38646 4.17517 -3.82766
H18 1.04728 5.09572 -4.46835
H19 2.06544 7.16729 -3.10178
H20 2.27108 6.91634 -1.36872
H21 3.37256 6.19760 -2.53927
C12 -1.60335 -2.89154 8.11028
O8 -2.35104 -3.83777 7.85137
N5 -1.51557 -1.78391 7.34651
C13 -2.18603 -1.45619 6.11766
C14 -0.75488 -0.62753 7.82177
H22 -1.04080 -2.80317 9.04810
H23 -2.83144 -2.27478 5.79637
H24 -1.52420 -1.25781 5.26963
H25 -2.84494 -0.58385 6.12935
H26 -0.30548 -0.88467 8.77984
H27 0.05978 -0.48422 7.10642
H28 -1.32542 0.29928 7.87075
C15 -0.82473 -6.76535 3.86350
O9 -0.29938 -7.80515 4.23725
N6 -1.12006 -5.75630 4.70084
C16 -1.80124 -4.58038 4.19874
C17 -0.85479 -5.77652 6.13583
H29 -1.03448 -6.49444 2.81713
H30 -1.21758 -3.69230 4.44777
H31 -2.81647 -4.47770 4.59406
H32 -2.04069 -4.54046 3.13420
H33 -1.79395 -5.89162 6.67576
H34 -0.23813 -6.64810 6.34384
H35 -0.39597 -4.85255 6.48053
C18 2.95637 -4.23090 -1.58697
O10 2.74262 -4.61660 -0.44475
N7 2.00251 -3.99515 -2.49439
C19 2.27092 -3.32758 -3.75001
C20 0.61825 -4.34634 -2.23492
H36 3.95169 -4.06358 -2.03085
H37 3.34136 -3.14509 -3.82918
H38 1.77434 -2.36090 -3.83921
H39 1.82345 -3.91466 -4.55524
H40 0.40482 -5.24265 -2.82010
H41 0.42332 -4.51407 -1.17920
H42 0.00912 -3.50122 -2.55737
C21 -2.74465 -1.77037 -3.23462
C22 -2.41292 -1.81260 -4.72441
O11 -3.16514 -1.27657 -5.50926
C23 -1.11015 -2.48179 -5.12438
H43 -2.79456 -2.79449 -2.86235
H44 -3.69254 -1.28091 -3.04785
H45 -1.89320 -1.23217 -2.81559
H46 -1.02431 -3.43115 -4.59889
H47 -0.27290 -1.82167 -4.89154
H48 -1.10761 -2.60912 -6.20585
C24 2.06209 1.87657 -6.37609
C25 1.87430 0.36398 -6.36178
O12 0.87261 -0.17632 -6.74620
C26 2.96804 -0.43445 -5.70008
H49 3.11060 2.07324 -6.60359
H50 1.76144 2.37543 -5.45246
H51 1.48025 2.44673 -7.10250
H52 3.92308 -0.15831 -6.14928
H53 2.81496 -1.50761 -5.77322
H54 2.96780 -0.13811 -4.65017
C27 -5.75684 -0.13251 -1.52597
C28 -6.75219 -0.45303 -0.46373
O13 -7.66631 -1.22537 -0.64631
C29 -6.61520 0.28442 0.86841
H55 -5.30460 0.84847 -1.38298
H56 -6.18918 -0.32978 -2.50414
H57 -4.93611 -0.82685 -1.33647
H58 -5.61407 0.71425 0.91997
H59 -6.77515 -0.37869 1.71896
H60 -7.39055 1.04024 0.99773
C30 5.28958 -0.11312 -0.06652
C31 5.82307 -1.35716 0.57258
O14 7.02177 -1.56745 0.62623
C32 4.80280 -2.33727 1.12609
H61 5.07181 -0.30919 -1.11663
H62 5.95167 0.73891 0.07520
H63 4.34380 0.13986 0.41911
H64 4.16913 -1.84573 1.86846
H65 5.20484 -3.17163 1.69810
H66 4.18635 -2.69855 0.30264
C33 3.43542 4.09767 3.12996
C34 4.07916 4.70929 1.91738
O15 5.13841 5.30230 1.94147
C35 3.38312 4.39388 0.63603
H67 2.43674 4.51494 3.27215
H68 3.99877 4.31526 4.03632
H69 3.38698 3.01826 2.97776
H70 3.56731 5.15281 -0.12417
H71 2.29923 4.37930 0.77652
H72 3.63346 3.38740 0.30224
C36 1.50571 -3.09775 2.62176
C37 2.54134 -3.55000 3.53178
N8 3.35853 -3.88118 4.27198
H73 1.89053 -2.82936 1.63655
H74 0.93606 -2.32789 3.13698
H75 0.84147 -3.90148 2.29480

The net charge is +1. Its HOMO energy (alpha / beta) is -10.23 / -10.23 eV. As for the multiplicity: 4. Its LUMO energy (alpha / beta) is -3.68 / -3.82 eV. As for the total energy: -5360.784695 Ha. The gap between HOMO and LUMO (alpha / beta) comes out at 0.2406 / 0.2355 hartree.

***

# 3
ORCA calculation (wB97M-V/def2-TZVPD) on an isolated molecule of C4H3F3 at a distorted geometry.

Cartesian coordinates (Å):
C1 1.67714 0.56134 0.55650
C2 0.40403 0.28709 0.54940
F1 -0.40781 0.74517 1.53703
C3 -0.33661 -0.38266 -0.52834
F2 0.32056 -0.75206 -1.63625
C4 -1.65494 -0.55799 -0.46098
F3 -2.26829 -1.04593 -1.50330
H1 2.27682 0.28862 -0.26834
H2 2.22165 1.00618 1.37798
H3 -2.23254 -0.14975 0.37630

The net charge is 0. As for the SMILES: C=C(F)/C(F)=C/F. Its HOMO energy is -9.32 eV. Its LUMO energy is 0.85 eV. As for the total energy: -453.753200 Ha. The gap between HOMO and LUMO comes out at 0.3735 hartree.

***

# 4
ORCA calculation (wB97M-V/def2-TZVPD) on an isolated molecule of C3H7N3O.

Cartesian coordinates (Å):
C1 -1.10174 -1.69471 -0.52601
N1 0.11159 -1.16784 0.06726
C2 0.30251 0.18345 0.21420
O1 -0.83573 1.09682 0.24074
N2 0.87774 0.87815 1.40117
C3 0.39499 1.85165 0.38180
N3 1.07412 1.11915 -0.70505
H1 -1.90634 -0.96099 -0.43425
H2 -1.41333 -2.59684 0.00726
H3 -0.97047 -1.94500 -1.58555
H4 0.67119 -1.76868 0.66672
H5 1.89914 0.83476 1.33549
H6 0.35836 2.93140 0.50758
H7 0.53795 1.23866 -1.57135

The net charge is 0. Its HOMO energy is -9.34 eV. Its LUMO energy is 1.03 eV. As for the total energy: -357.897871 Ha. The gap between HOMO and LUMO comes out at 0.3810 hartree.

***

# 5
ORCA calculation (wB97M-V/def2-TZVPD) on a structure of composition C8H14OPV at a distorted geometry.

Cartesian coordinates (Å):
C1 -2.49696 -0.01929 0.13966
C2 -3.45552 -0.08903 -0.96796
C3 -3.22020 0.81376 -2.04258
C4 -1.95729 1.48719 -1.88189
C5 -1.19926 1.15645 -0.71440
V1 -1.76975 -0.42605 -1.58564
P1 -0.45506 -1.88490 0.56972
H1 -2.89653 -0.52560 1.06987
H2 -4.25370 -0.77165 -0.98607
H3 -3.98458 0.96755 -2.82675
H4 -0.35609 1.83521 -0.45202
H5 -1.68782 2.33133 -2.54092
H6 0.43539 -3.01588 0.55240
H7 -1.53536 -2.66380 1.01874
H8 -0.25948 -1.38242 1.90222
C6 2.91574 1.32017 1.58102
C7 2.40782 0.33626 0.55746
C8 3.19843 -0.92937 0.34903
O1 1.36602 0.49811 -0.09743
H9 3.95642 1.12885 1.84871
H10 2.30580 1.25364 2.49454
H11 2.81409 2.34186 1.19626
H12 2.64784 -1.77485 0.77771
H13 3.27561 -1.10787 -0.72805
H14 4.20444 -0.87967 0.76639

The net charge is +1. Its HOMO energy (alpha / beta) is -12.26 / -12.30 eV. As for the multiplicity: 2. Its LUMO energy (alpha / beta) is -4.72 / -4.45 eV. As for the total energy: -1673.287422 Ha. The gap between HOMO and LUMO (alpha / beta) comes out at 0.2772 / 0.2883 hartree.